(1)
124
Properties=species:S:1:pos:R:3:forces:R:3 method="wB97M-V/def2-TZVPD" total_charge=0 e_lumo_ev=-7.02 homo_ev=-9.46
In 2.17378 -2.22981 0.60727 -1.2 3.3 -0.4
C 5.89395 -1.07811 -1.63927 -0.3 0.2 -0.4
F 6.92053 -1.48954 -0.92623 0.1 0.4 0.2
F 6.29957 -0.43665 -2.73239 -0.2 0.0 0.9
F 5.22759 -2.16301 -2.01708 -0.3 -0.3 -0.2
S 4.64042 -0.00197 -0.64105 -0.6 1.2 -0.7
O 5.19245 1.34734 -0.67556 -1.1 -2.2 0.1
O 3.30971 -0.26047 -1.24258 1.9 -0.5 1.1
N 4.53314 -0.67893 0.87562 -0.1 -0.8 -2.0
S 5.67365 -0.01969 1.86341 1.1 2.2 1.2
O 6.93007 0.31165 1.23328 -0.7 -1.2 -0.2
O 5.06691 1.09572 2.53859 0.2 -1.2 0.2
C 6.11632 -1.47197 3.05495 0.3 0.6 -0.7
F 7.41031 -1.74955 2.96620 -0.3 0.0 -0.4
F 5.89068 -1.07728 4.28194 -0.6 -0.2 0.4
F 5.41720 -2.56283 2.71942 -0.1 0.2 0.4
C 2.43246 0.10971 4.93645 1.5 -1.3 0.2
F 2.79458 -0.91612 5.71680 -0.6 0.6 0.3
F 2.04101 1.14764 5.63043 -0.5 -0.1 0.0
F 3.55167 0.38905 4.28518 -0.7 0.6 -0.3
S 1.15620 -0.43023 3.61611 -0.6 -0.2 -1.0
O -0.20601 -0.10553 3.91151 0.9 -0.3 0.8
O 1.65991 0.16527 2.41999 1.0 -0.1 -1.1
N 1.51640 -2.10243 3.41581 -0.3 3.4 -1.4
S 0.94300 -2.85129 4.66845 -0.9 -3.5 4.1
O 1.86336 -3.91681 4.96410 -0.6 -0.2 -0.7
O 0.58125 -2.04990 5.83831 -0.1 -0.2 -2.2
C -0.76206 -3.62285 4.15260 1.3 0.3 0.1
F -0.60002 -4.45510 3.12568 0.2 -0.1 0.0
F -1.28377 -4.28231 5.18099 0.2 0.3 -0.3
F -1.55852 -2.64767 3.76662 -0.2 0.0 0.3
C -2.32673 -0.47327 1.04384 -1.5 0.0 0.2
F -2.11350 -0.83909 2.27865 0.7 0.1 -0.3
F -3.54110 -0.90798 0.72170 0.2 -0.2 -0.6
F -2.31565 0.83570 0.92515 0.4 0.1 0.1
S -1.11086 -1.25630 -0.19066 2.6 -1.3 -0.6
O -0.60805 -2.49976 0.40968 0.7 0.4 0.8
O -1.70579 -1.43385 -1.47931 -0.1 0.9 0.8
N 0.34174 -0.29013 -0.13403 -2.2 -2.3 0.8
S 0.23434 0.96643 -1.10565 0.6 2.3 0.0
O 1.10521 0.79739 -2.21366 0.5 -0.1 -0.9
O -1.11427 1.39454 -1.36670 0.6 -0.2 0.6
C 1.06642 2.30139 0.03280 -1.0 0.5 -0.9
F 0.17029 2.48442 1.02779 1.0 -0.2 0.0
F 2.29238 2.03459 0.41916 -0.3 -1.0 0.8
F 1.20099 3.46512 -0.60681 -0.8 0.0 -0.5
C -5.95947 -3.72279 -1.84355 1.0 0.6 -0.5
C -7.46404 -3.54043 -1.50980 1.2 -1.7 0.5
C -8.12412 -2.64914 -2.52880 0.8 0.8 -0.8
S -6.78055 -1.57615 -3.21547 1.1 0.1 -0.8
O -6.84457 -0.20903 -2.77950 -0.6 0.3 0.5
O -6.66961 -1.77275 -4.65694 -0.2 -0.5 1.2
C -5.42014 -2.35482 -2.29887 -0.8 -1.3 -0.1
H -5.71264 -4.51001 -2.55988 -0.7 0.2 -0.5
H -5.25049 -3.99598 -1.06073 -0.8 -0.1 0.7
H -7.51542 -3.22503 -0.46777 -0.4 0.4 -0.1
H -7.83514 -4.56549 -1.56163 -0.6 0.2 0.2
H -8.91157 -1.98023 -2.19122 0.0 -0.1 0.1
H -8.40827 -3.17815 -3.43749 -0.3 -0.2 0.2
H -5.26709 -1.80996 -1.36904 0.3 0.6 -0.4
H -4.53685 -2.53408 -2.90598 0.1 0.7 0.0
C 0.33411 5.87895 3.19202 -0.9 -1.5 -0.9
C 1.66450 5.26243 2.88476 1.6 -0.4 1.2
O 2.60860 6.36862 2.91149 -0.3 0.7 0.4
S 1.83998 7.77805 2.70859 -0.1 -1.6 -1.5
O 2.24810 8.28831 1.44502 0.0 0.6 0.6
O 1.82999 8.55130 3.90042 0.0 -0.3 -0.3
O 0.41251 7.05478 2.43061 -0.2 1.7 0.5
H 0.03179 5.97733 4.23532 0.6 0.5 0.1
H -0.43307 5.25125 2.73255 -0.1 0.2 0.0
H 1.76058 4.77016 1.91889 -0.4 0.2 -0.1
H 2.03028 4.58823 3.65948 -0.2 -0.1 -0.1
C -4.75865 3.17707 0.84590 0.4 -1.0 -1.1
C -5.30166 2.27208 -0.28858 -0.9 1.0 0.5
O -5.99687 1.21453 0.37314 -0.7 -1.2 0.8
S -6.01187 1.28780 2.00279 1.0 1.1 -0.3
O -5.62633 0.03746 2.61450 -0.1 1.4 -1.3
O -7.15858 1.95950 2.54373 0.5 -0.5 -0.9
O -4.76816 2.34717 1.98604 -0.1 -1.0 1.4
H -5.27967 4.10955 1.04480 0.0 0.0 -0.2
H -3.73294 3.26013 0.48900 0.2 0.9 0.9
H -4.46449 1.93564 -0.89617 -0.2 -0.7 0.1
H -6.00605 2.80453 -0.92547 -0.1 -0.1 0.0
C -5.14665 -4.22346 2.77469 -2.4 0.6 -0.8
C -5.74797 -5.38258 1.98282 0.6 -0.4 0.6
O -4.79183 -5.64257 0.96836 1.1 -0.4 -1.3
S -3.33834 -5.00536 1.21486 -0.5 1.4 -1.0
O -3.09422 -3.95406 0.25742 -0.6 -0.9 0.6
O -2.31090 -5.97860 1.36573 -0.9 0.1 0.5
O -3.78259 -4.31572 2.57551 2.1 -0.3 1.0
H -5.47754 -4.25510 3.81093 0.7 -0.1 0.2
H -5.54249 -3.29611 2.34764 0.4 0.2 0.1
H -6.68460 -5.14649 1.48442 -0.1 -0.1 0.3
H -5.76885 -6.27953 2.60477 -0.5 0.0 -0.1
C 1.48008 -3.20378 -3.31602 1.3 -0.1 0.2
C 2.46839 -4.31695 -2.88362 -0.2 1.0 -0.2
O 3.26078 -3.84892 -1.77413 -0.4 -0.4 0.2
O 1.26453 -2.28900 -2.22133 -0.6 -0.9 -0.6
H 0.61902 -3.68329 -3.78378 -0.6 0.3 0.6
H 1.96565 -2.65364 -4.12285 0.0 0.2 0.1
H 3.13847 -4.40919 -3.73952 0.1 -0.4 0.1
H 1.98712 -5.26992 -2.66939 0.0 0.1 0.2
H 4.04708 -4.40636 -1.79866 0.1 0.2 0.4
H 1.11400 -1.44155 -2.66332 0.1 0.4 0.6
C 3.22967 1.47788 -4.85292 -0.6 -0.8 1.2
C 4.47990 1.83267 -5.67037 -1.4 0.8 0.9
O 5.54423 1.24684 -4.97357 1.0 -0.4 -0.4
O 3.17453 2.32387 -3.70836 0.6 1.3 -0.3
H 3.38469 0.47804 -4.43437 0.1 -0.3 -0.5
H 2.22997 1.46295 -5.29676 0.3 0.3 -0.7
H 4.56987 2.92219 -5.67658 0.0 0.0 -0.1
H 4.41007 1.54204 -6.71913 0.2 -0.5 0.1
H 5.96423 1.89357 -4.39929 -0.2 0.1 0.0
H 2.82545 1.94748 -2.89956 -0.1 -0.6 -0.3
C 4.06271 5.84387 -3.28405 2.2 -0.5 0.3
C 4.32829 5.05533 -2.01622 0.0 -1.2 0.7
O 5.28760 3.99770 -2.21766 -0.1 0.4 -1.0
O 4.00914 4.98508 -4.40755 -0.7 0.2 0.1
H 4.96197 6.44566 -3.44655 -0.3 0.6 0.0
H 3.18470 6.45316 -3.06502 -0.1 0.0 -0.6
H 3.35822 4.61353 -1.76501 0.1 -0.2 0.4
H 4.71732 5.64255 -1.18452 -0.5 0.5 -0.1
H 5.66325 3.66715 -1.39879 -0.3 0.2 0.2
H 4.03178 4.07438 -4.07785 -0.3 0.0 0.0

---

(2)
72
Properties=species:S:1:pos:R:3:forces:R:3 method="wB97M-V/def2-TZVPD" total_charge=0 e_lumo_ev=-1.04 homo_ev=-9.34
C 2.82173 0.90258 1.40905 0.9 -6.0 -0.1
C 2.91714 -0.40297 1.35022 0.5 5.3 -0.2
C 3.34777 -1.96960 1.22410 -0.1 1.2 1.5
C 4.72727 -2.17592 0.41650 0.1 0.6 0.2
C 4.58531 -2.17798 -1.19199 -0.7 -0.7 -0.7
C 3.10636 -1.69323 -1.70538 2.7 -0.8 0.8
N 3.04064 -0.34871 -2.08733 -0.9 -3.2 0.6
N 1.84869 0.04931 -2.45559 -1.8 -2.4 0.3
C 0.87381 -0.94507 -2.39583 -2.0 -0.3 0.0
S -0.85638 -0.35227 -2.86653 1.2 -0.5 0.7
C -2.09591 -1.64457 -2.38044 -1.0 -1.7 0.5
C -3.10988 -1.17426 -1.20699 -1.8 3.1 0.8
O -3.58382 -0.00422 -1.09721 2.4 -5.0 -0.7
O -3.51668 -2.20284 -0.26120 1.7 2.3 -1.0
C -3.29212 -1.76649 1.10638 -0.6 -0.9 2.5
C -1.71644 -1.85614 1.56198 -1.2 2.7 -0.6
C -1.11400 -0.34698 1.36546 0.6 -0.8 -0.5
O -0.98266 -2.73753 0.66083 -0.3 -2.3 1.6
C -1.17027 -4.12214 0.97766 -2.6 -2.8 0.0
O -2.27978 -4.74504 0.97711 4.7 3.5 0.1
C 0.15159 -5.02351 1.32227 -0.6 1.4 0.0
S 0.85477 -5.87826 -0.19280 -0.5 0.4 -0.5
N 0.94225 -2.29700 -2.05554 0.6 3.0 -0.6
N 2.13418 -2.69682 -1.68734 1.6 2.9 -0.3
H 2.87950 2.05283 1.52169 -0.4 -2.8 -0.3
H 2.47040 -2.61936 0.86930 1.4 1.1 0.3
H 3.55950 -2.29720 2.32430 -0.4 0.6 -1.9
H 5.19543 -3.16722 0.78663 -0.8 1.6 -0.7
H 5.44659 -1.32180 0.72259 -1.3 -1.4 -0.4
H 4.73862 -3.27632 -1.54620 -0.5 1.9 0.5
H 5.41248 -1.56405 -1.72223 -1.6 -0.8 1.1
H -2.71354 -1.89122 -3.33828 1.0 0.6 1.8
H -1.63886 -2.64504 -2.03416 -0.4 1.8 -0.6
H -3.85167 -2.50496 1.81503 0.7 1.1 -1.7
H -3.75284 -0.72478 1.34689 1.0 -1.7 -0.8
H -1.58118 -2.15366 2.66229 -0.4 0.1 -1.7
H -1.93671 0.42724 1.14157 1.3 -1.3 0.6
H -0.48960 -0.06114 2.29726 -1.0 -0.3 -1.8
H -0.45151 -0.39312 0.40604 -0.9 0.2 1.8
H -0.18506 -5.85707 2.03689 0.4 1.4 -1.2
H 0.99005 -4.39367 1.79432 -1.4 -0.9 -0.7
H 0.35968 -5.22121 -1.33727 0.3 -0.2 1.6
C -0.78681 1.94405 -5.86614 -0.1 -0.1 -0.2
C -0.49313 3.10883 -4.93762 0.0 0.0 0.0
O -0.03749 4.27543 -5.61534 0.1 0.1 0.0
C -0.92702 4.83654 -6.57199 0.0 0.0 0.1
C -2.25931 5.26779 -5.98425 -0.1 0.0 0.1
H 0.10085 1.68813 -6.45224 0.0 0.0 0.1
H -1.09141 1.06573 -5.28950 0.1 0.1 -0.1
H -1.58794 2.17517 -6.57079 0.0 0.0 0.1
H 0.30539 2.81898 -4.24884 0.0 0.2 -0.1
H -1.36301 3.34897 -4.31617 0.0 -0.1 -0.1
H -1.06990 4.14316 -7.40751 -0.1 0.0 0.0
H -0.42407 5.71534 -6.98589 0.1 -0.2 0.2
H -2.81310 4.42442 -5.56602 0.0 0.0 -0.1
H -2.88438 5.72926 -6.75380 0.1 0.0 0.1
H -2.10515 5.99008 -5.17675 0.0 0.0 -0.1
C 1.55449 1.84250 5.80476 0.0 0.0 0.1
C 0.46349 1.65724 4.76534 0.0 0.0 0.0
O -0.54848 0.73658 5.16130 0.0 -0.1 -0.1
C -1.27307 1.06421 6.34033 0.0 0.0 0.0
C -2.01482 2.38631 6.25072 0.0 0.1 -0.1
H 2.02294 0.88317 6.04328 0.0 0.1 -0.1
H 2.32349 2.52490 5.43131 -0.1 -0.1 0.0
H 1.16479 2.25639 6.73661 0.0 0.1 0.0
H 0.91028 1.25284 3.85248 -0.2 -0.1 0.1
H 0.01303 2.61686 4.48807 0.0 0.0 0.1
H -0.60868 1.04231 7.21051 0.0 0.1 0.0
H -2.00114 0.26178 6.49063 0.2 0.0 -0.2
H -1.33305 3.22832 6.11271 0.0 0.0 0.1
H -2.58651 2.56580 7.16542 0.0 0.0 -0.1
H -2.70402 2.38127 5.40069 0.0 0.0 0.1

---

(3)
68
Properties=species:S:1:pos:R:3:forces:R:3 method="wB97M-V/def2-TZVPD" multiplicity=5 s_squared=6.015 de_lowest_kj_mol=0.0 total_charge=+4 e_lumo_ev="-10.77 / -14.17" homo_ev="-18.30 / -18.15"
P 3.78151 -2.33319 -0.22456 3.3 2.2 2.3
C 3.87002 -2.00979 1.59771 -1.1 -0.8 0.3
H 4.92185 -1.95888 1.93485 -0.4 -0.1 -0.5
H 3.36511 -2.84925 2.10042 0.3 0.3 0.2
H 3.34333 -1.07821 1.85969 0.1 -0.5 -0.2
C 5.45842 -3.05067 -0.50497 -0.3 -1.1 -1.1
H 5.85762 -2.78695 -1.49429 -0.3 -0.1 0.2
H 5.37861 -4.14170 -0.46835 0.1 0.0 0.0
H 6.19149 -2.76188 0.26240 -0.6 0.3 0.0
C 3.95639 -0.58156 -0.76375 -1.1 -0.1 -0.9
H 5.00409 -0.25922 -0.68645 -0.1 -0.4 0.0
H 3.31994 0.08209 -0.16096 0.2 -0.4 -0.1
H 3.62267 -0.51159 -1.80170 0.5 0.2 0.1
P -1.19555 4.50133 -0.80067 -1.3 3.4 -0.6
C -1.30894 5.33310 0.80326 0.4 -1.5 0.6
H -1.48810 6.38960 0.57369 0.0 -0.1 0.1
H -0.35957 5.16901 1.33059 -0.3 0.4 0.1
H -2.13856 4.87163 1.36174 0.3 0.4 0.0
C -0.28030 5.70902 -1.81997 1.4 -1.3 -0.2
H -0.16968 5.29147 -2.83678 0.0 0.5 0.3
H 0.71708 5.87101 -1.37768 -0.4 0.2 -0.3
H -0.88962 6.62165 -1.81329 0.2 -0.2 0.0
C -2.85368 4.81914 -1.49566 -0.2 -1.8 -0.1
H -2.95274 5.91126 -1.52532 0.0 -0.2 0.0
H -3.60469 4.34472 -0.84516 0.0 0.4 -0.4
H -2.90743 4.38270 -2.50756 -0.2 0.4 0.3
P -2.33189 -3.50023 -0.04461 -1.4 -2.3 1.4
C -2.75271 -3.51057 1.73751 0.4 1.2 0.1
H -3.06613 -4.53150 1.96786 -0.2 0.2 0.0
H -3.56018 -2.77953 1.89712 0.2 -0.4 0.2
H -1.86219 -3.24813 2.33853 -0.7 -0.3 -0.3
C -3.97320 -3.74498 -0.83768 0.2 1.2 -0.6
H -4.38393 -4.67295 -0.40641 0.2 0.3 -0.1
H -3.83278 -3.85425 -1.92525 -0.3 -0.1 0.4
H -4.63128 -2.88287 -0.62921 0.2 -0.5 -0.1
C -1.66860 -5.20295 -0.18345 0.9 0.7 -0.7
H -2.33881 -5.81515 0.44458 0.3 0.2 -0.3
H -0.64668 -5.18305 0.21902 -0.3 -0.4 -0.1
H -1.67334 -5.53142 -1.23890 0.1 0.0 0.6
Ru 0.00626 0.63426 -1.63518 -0.3 2.4 6.9
C 1.04572 1.72601 -0.24497 1.8 1.9 2.7
O 1.47418 2.30770 0.67170 -1.7 -2.2 -3.6
C -1.44396 1.02926 -0.45940 -3.1 0.9 3.6
O -2.26869 1.27515 0.34486 2.9 -0.8 -3.3
C -1.42734 0.19560 -3.08020 -1.5 -0.6 -1.3
C -0.80488 -0.97990 -2.65614 -0.7 -1.8 -0.9
C 0.58913 -1.07958 -2.68140 0.7 -1.7 -0.8
C 1.34428 0.00631 -3.13643 1.3 -0.6 -1.1
C 0.71534 1.18957 -3.54158 0.5 0.8 -1.4
C -0.67798 1.28657 -3.50096 -0.4 1.5 -1.7
H -2.50760 0.27018 -3.06051 0.0 0.0 0.2
H -1.40916 -1.81415 -2.31235 0.1 0.2 0.1
H 1.07160 -1.98986 -2.32640 -0.1 0.3 -0.1
H 2.42199 -0.06625 -3.18281 -0.1 0.1 0.0
H 1.29136 2.05234 -3.84965 0.1 -0.1 0.0
H -1.17009 2.21747 -3.78164 0.1 -0.3 0.0
S 0.32500 -2.19367 1.74230 0.2 -0.4 -1.3
C 0.11852 -0.96722 2.87884 -0.8 1.1 0.3
N -0.89367 -0.03005 2.70437 0.9 -0.2 1.0
C -1.05097 1.04772 3.54268 0.6 -0.3 -0.1
C -0.15105 1.26533 4.56713 -0.4 0.0 -0.5
C 0.86439 0.31356 4.80343 -0.1 -0.4 -0.3
C 0.95875 -0.82127 4.00210 -0.1 0.5 0.1
H -1.52420 -0.15797 1.91530 0.2 -0.1 0.5
H -1.87734 1.70947 3.30281 0.1 -0.1 0.2
H -0.22990 2.17858 5.15359 0.0 -0.4 0.0
H 1.58684 0.47582 5.60697 -0.3 -0.1 -0.2
H 1.70589 -1.59818 4.17721 -0.2 0.4 0.0